1.
C4H28HgO11 as an isolated structure in a non-equilibrium geometry, computed with ωB97M-V with the def2-TZVPD basis set.

## Properties
**Strongest force on any atom**: 3.66 eV Å⁻¹
**Molar mass**: 452.85 g/mol
**Kohn-Sham gap**: 6.6 eV
**E_LUMO**: -2.44 eV
**Total energy**: -31294.811 eV

Element x y z (Å)
Hg1 -10.46400 5.47500 11.51700
C1 -12.98700 3.98800 15.17500
C2 -11.96400 4.66900 14.20800
O1 -12.18100 4.57600 12.83500
H1 -13.00700 2.96900 15.00700
H2 -13.88100 4.55600 15.25500
H3 -12.69800 4.10400 16.21300
H4 -11.09900 4.12900 14.23300
H5 -11.53400 5.51800 14.68000
C3 -11.97600 8.47800 13.75900
C4 -10.45200 8.13200 13.59000
O2 -10.35300 7.65100 12.23600
H6 -12.36400 9.25300 13.07700
H7 -12.13100 8.77900 14.76400
H8 -12.54900 7.55900 13.56600
H9 -10.07300 7.38600 14.27400
H10 -10.05600 9.17200 13.72600
O3 -12.56100 6.45000 10.57200
H11 -12.77300 5.62200 10.15000
H12 -13.30800 6.99500 10.81900
O4 -9.20900 2.03300 14.63100
H13 -9.92700 1.56400 14.20600
H14 -9.66700 2.51600 15.30600
O5 -14.85900 5.49300 12.57300
H15 -13.89500 5.38900 12.61000
H16 -15.05600 6.42800 12.39000
O6 -10.34800 3.58000 16.47100
H17 -9.58700 4.08300 16.65100
H18 -10.96000 4.31500 16.19500
O7 -11.45100 0.56600 16.36000
H19 -11.54900 0.04200 15.60200
H20 -11.19900 1.47600 16.22700
O8 -15.28300 2.24200 13.28000
H21 -15.13100 3.04700 13.74400
H22 -14.58200 2.24400 12.67200
O9 -9.45000 3.35100 12.26300
H23 -8.63500 2.96100 11.98000
H24 -9.75400 2.98600 13.14600
O10 -13.77700 0.30300 14.87400
H25 -14.42400 0.87800 14.47200
H26 -13.45300 0.74200 15.67600
O11 -12.82400 2.21000 11.83600
H27 -12.15900 1.66700 12.33800
H28 -12.73200 3.10500 12.21300


2.
A 2-piece molecular cluster, C3HO4 overall in a non-equilibrium geometry, computed with ωB97M-V with the def2-TZVPD basis set.

## Properties
**Strongest force on any atom**: 2.99 eV Å⁻¹
**Molar mass**: 101.04 g/mol
**Total charge**: -1
**Kohn-Sham gap**: 6.1 eV
**E_LUMO**: 3.65 eV
**Total energy**: -11316.281 eV

Element x y z (Å)
C1 1.43555 0.23924 1.12957
C2 1.08783 0.42513 -0.13799
C3 -1.71859 -0.49519 -1.12362
O1 -2.50638 0.36144 -0.87024
O2 2.03132 -0.62240 1.84962
O3 0.23140 0.47029 -0.98771
O4 -1.42930 -1.57743 -1.48325
H1 0.86817 1.19893 1.62363


3.
C15H12BCl2MnN5O6 as an isolated structure, computed with ωB97M-V with the def2-TZVPD basis set.

## Properties
**Strongest force on any atom**: 0.29 eV Å⁻¹
**Molar mass**: 494.95 g/mol
**Total charge**: -1
**Kohn-Sham gap (spin up / spin down)**: 7.0 / 7.6 eV
**E_LUMO (spin up / spin down)**: 1.25 / 1.80 eV
**Total energy**: -92533.294 eV
**Multiplicity**: 5

Element x y z (Å)
Mn1 0.28311 0.04210 0.20175
B1 -2.54612 -1.24063 1.86114
N1 -1.59803 -0.18193 2.53308
C1 -1.85115 0.37132 3.72001
C2 -0.90091 1.34773 3.98237
C3 -0.07268 1.32620 2.86856
N2 -0.51174 0.40453 2.00543
N3 -1.79328 -2.13079 0.84325
C4 -2.06578 -3.42400 0.62906
C5 -1.45667 -3.81811 -0.54978
C6 -0.81289 -2.66837 -1.00013
N4 -1.03270 -1.65571 -0.15889
H1 -3.45573 -0.65782 1.32216
H2 -2.92985 -1.96783 2.74134
H3 -2.69028 0.02753 4.29949
H4 -0.81501 1.96857 4.85552
H5 0.80709 1.89986 2.62888
H6 -2.68112 -3.96493 1.32660
H7 -1.46483 -4.79188 -1.00510
H8 -0.18726 -2.53608 -1.86823
O1 3.37364 -1.32517 -5.86889
C7 3.84898 -1.58746 -4.75244
O2 4.88727 -2.16645 -4.40410
C8 2.94693 -1.12971 -3.55985
C9 1.75799 -0.45116 -3.79744
C10 0.96796 -0.06086 -2.73568
N5 1.31912 -0.32507 -1.47320
C11 2.46913 -0.98033 -1.23001
C12 3.30669 -1.39378 -2.24179
C13 2.72706 -1.23208 0.23926
O3 3.71564 -1.78524 0.64484
O4 1.74446 -0.79003 0.99694
H9 1.48517 -0.25152 -4.82473
H10 0.03127 0.46771 -2.86389
H11 4.22661 -1.91950 -2.02808
Cl1 -0.15386 5.06796 0.01226
C14 -0.26444 3.75922 -1.17114
Cl2 0.80659 4.02971 -2.55400
C15 0.10919 2.42872 -0.52615
O5 -0.73914 1.47899 -0.70503
O6 1.15938 2.27158 0.09524
H12 -1.28257 3.72409 -1.53991


4.
A 2-piece molecular cluster, C8H20NSi overall in a non-equilibrium geometry, computed with ωB97M-V with the def2-TZVPD basis set.

## Properties
**Strongest force on any atom**: 5.48 eV Å⁻¹
**Molar mass**: 158.34 g/mol
**Total charge**: +1
**Kohn-Sham gap**: 8.1 eV
**E_LUMO**: -3.02 eV
**Total energy**: -17977.172 eV

Element x y z (Å)
C1 2.95034 1.13372 0.48928
C2 1.78553 2.11330 0.35122
C3 2.37506 0.18650 1.54317
C4 0.59119 1.05315 0.20331
C5 -0.15163 -0.62085 1.75230
C6 -2.27974 0.12785 0.28176
C7 -1.07078 -2.48238 -1.19445
C8 -2.11233 -0.17869 -2.97230
N1 1.08797 -0.09692 1.04857
Si1 -1.96391 -0.83819 -1.18494
H1 3.14451 0.43043 -0.40487
H2 3.87309 1.57770 0.71212
H3 1.68154 2.69331 1.21782
H4 1.75415 2.78781 -0.56285
H5 2.80829 -0.75939 1.74601
H6 2.17818 0.83521 2.54718
H7 -0.47720 1.52886 0.57631
H8 0.11385 -1.57770 2.36382
H9 -0.35132 0.28824 2.40155
H10 -1.06609 -0.66114 1.08281
H11 -2.75905 -0.49208 1.01910
H12 0.37148 0.81153 -0.90368
H13 -2.39445 1.17088 0.40500
H14 -1.24592 -2.83640 -2.20570
H15 -0.01476 -2.49768 -1.16231
H16 -1.21994 -3.30248 -0.42957
H17 -1.23181 -0.35178 -3.63533
H18 -3.04459 -0.50929 -3.50536
H19 -2.02299 0.91556 -3.03550
H20 1.16447 -0.80085 0.39835


5.
C26H58InOP4 as an isolated structure in a non-equilibrium geometry, computed with ωB97M-V with the def2-TZVPD basis set.

## Properties
**Strongest force on any atom**: 5.57 eV Å⁻¹
**Molar mass**: 625.46 g/mol
**Total charge**: +3
**Kohn-Sham gap**: 4.1 eV
**E_LUMO**: -10.31 eV
**Total energy**: -72250.262 eV

Element x y z (Å)
In1 -0.04097 0.30897 -1.77100
P1 1.50172 1.09733 0.20253
P2 -1.26657 2.99296 -2.40420
P3 1.89439 -0.43067 -3.18490
H1 -1.34503 -4.20765 -0.42596
C1 -0.28693 -4.49729 -0.41124
C2 0.63225 -4.10472 0.48192
H2 0.33357 -3.18888 1.10121
C3 0.65555 1.45838 1.75518
C4 2.50732 2.54437 -0.20055
C5 2.65046 -0.26613 0.51828
C6 -2.75094 2.52908 -3.19899
C7 -1.57446 3.83711 -0.82386
C8 -0.13805 3.97615 -3.42948
C9 2.34593 -2.08305 -2.62473
C10 3.38696 0.56963 -3.16140
C11 1.41352 -0.61626 -4.90203
H3 -0.02184 -5.20234 -1.22524
H4 1.67781 -4.11207 0.35244
H5 -0.08187 0.68948 2.00746
H6 0.18852 2.43098 1.74427
H7 1.43928 1.44712 2.53372
H8 1.86547 3.39519 -0.48364
H9 3.23633 2.34301 -0.97325
H10 3.02733 2.78987 0.73997
H11 2.15032 -1.25127 0.47175
H12 3.00855 -0.10458 1.54566
H13 3.48373 -0.25407 -0.16461
H14 -3.13019 3.53679 -3.37183
H15 -3.39798 1.93279 -2.53942
H16 -2.57517 1.97627 -4.12403
H17 -1.78036 4.82288 -1.23729
H18 -0.70089 3.86550 -0.15464
H19 -2.45975 3.41299 -0.33175
H20 -0.77028 4.82482 -3.53026
H21 0.03298 3.40360 -4.35128
H22 0.80574 4.14066 -2.88294
H23 2.78717 -2.58739 -3.47642
H24 1.47463 -2.65463 -2.27176
H25 3.07816 -2.02146 -1.80664
H26 4.01952 0.17247 -3.97027
H27 3.92451 0.49623 -2.22619
H28 3.18243 1.62732 -3.38018
H29 2.09712 -1.37032 -5.31215
H30 1.53446 0.32209 -5.44471
H31 0.38261 -0.97338 -5.00962
C12 -1.99991 -1.40877 -3.13510
C13 -2.80203 -0.79979 -4.11412
C14 -2.79921 -1.31403 -5.38396
C15 -1.99767 -2.42298 -5.70633
C16 -1.36566 -3.08958 -4.75185
C17 -1.31851 -2.64791 -3.40762
O1 -1.72671 -0.73410 -1.86974
H32 -0.14538 1.95134 -2.60866
H33 -3.43371 -0.03398 -3.67492
H34 -3.60177 -1.00671 -6.12084
H35 -2.10929 -2.79736 -6.70454
H36 -0.89318 -4.14981 -4.95682
H37 -0.87695 -3.15058 -2.60919
C18 -2.52936 -3.40206 2.22858
C19 -3.45431 -2.20334 2.47185
C20 -4.37390 -2.46728 3.66192
P4 -2.44627 -0.62882 2.47561
C21 -3.59097 0.77646 2.03475
C22 -5.02885 0.63785 2.53524
C23 -2.98503 2.14890 2.36411
C24 -1.89515 -0.35148 4.24292
C25 -2.97014 0.07580 5.23815
C26 -1.06994 -1.54063 4.75938
H38 -1.87445 -3.59680 3.08700
H39 -1.89448 -3.26279 1.34643
H40 -3.14176 -4.29970 2.06518
H41 -4.08581 -2.07612 1.57433
H42 -3.81720 -2.70667 4.57812
H43 -5.07321 -1.64825 3.86541
H44 -4.98428 -3.35087 3.42420
H45 -3.61160 0.67421 0.93359
H46 -5.10134 0.65943 3.63060
H47 -5.60713 1.48981 2.15468
H48 -5.50694 -0.27418 2.16162
H49 -2.01051 2.29018 1.88390
H50 -3.65627 2.93324 1.98992
H51 -2.86156 2.30597 3.44518
H52 -1.19671 0.49745 4.12710
H53 -3.75012 -0.68562 5.36256
H54 -2.48650 0.20846 6.21713
H55 -3.44118 1.03100 4.97823
H56 -0.56395 -1.23976 5.68731
H57 -1.69416 -2.41261 4.99729
H58 -0.29532 -1.84832 4.04530


6.
An isolated ion of composition C4H7N4OS and charge +1 in a non-equilibrium geometry, computed with ωB97M-V with the def2-TZVPD basis set.

## Properties
**Strongest force on any atom**: 5.59 eV Å⁻¹
**Molar mass**: 159.19 g/mol
**Total charge**: +1
**Kohn-Sham gap (spin up / spin down)**: 8.2 / 6.8 eV
**E_LUMO (spin up / spin down)**: -3.44 / -6.98 eV
**Total energy**: -23093.641 eV
**Multiplicity**: 3

Element x y z (Å)
C1 -0.00119 -2.07624 -0.73745
C2 0.60348 1.23431 0.55009
C3 -0.48799 0.02013 0.01174
C4 1.72603 0.60898 1.08926
N1 -0.42094 -2.18698 0.55814
N2 -0.73138 -1.03340 1.01354
N3 -0.03685 -0.76029 -1.13209
N4 -1.73715 0.92999 -0.32592
O1 0.30719 2.33507 0.25009
S1 0.36478 -3.41148 -1.67462
H1 1.74274 -0.46610 1.43175
H2 2.13543 1.28408 1.93730
H3 2.53858 0.57803 0.38080
H4 0.04408 -0.42610 -2.02432
H5 -1.48405 1.96072 -0.43033
H6 -2.44571 0.82370 0.37640
H7 -2.11703 0.58558 -1.27437


- Among the records above, which one has the lowest strongest force on any atom?
  C15H12BCl2MnN5O6